Arrangement P

Here is a cluster of 12 separate species, C18H62N22O12 in total from the OMol25 dataset. Energies are from ωB97M-V/def2-TZVPD.

Positions of all 114 atoms, in Å:
C  5.52  -2.06  -3.15
O  5.02  -1.54  -1.93
C  5.99  -1.71  -0.89
C  5.49  -0.97  0.35
C  4.08  -1.32  0.78
N  5.69  0.49  0.19
H  4.72  -2.02  -3.88
H  5.70  -3.15  -3.02
H  6.53  -1.71  -3.39
H  6.02  -2.80  -0.72
H  7.00  -1.40  -1.18
H  6.17  -1.24  1.17
H  3.99  -2.37  1.05
H  3.37  -1.15  -0.02
H  3.88  -0.77  1.70
H  5.15  0.75  -0.65
H  6.64  0.57  -0.18
C  -4.39  3.68  1.18
O  -3.62  2.90  2.07
C  -2.34  3.41  2.39
C  -2.36  4.24  3.68
C  -1.00  4.67  4.20
N  -3.15  3.58  4.73
H  -3.92  3.67  0.19
H  -4.27  4.73  1.48
H  -5.42  3.33  1.19
H  -1.68  2.53  2.35
H  -1.97  4.04  1.57
H  -2.85  5.16  3.34
H  -1.09  5.30  5.09
H  -0.45  5.19  3.42
H  -0.49  3.75  4.50
H  -2.63  2.78  5.06
H  -4.00  3.26  4.28
N  -3.45  0.02  3.62
C  -2.13  0.29  3.94
N  -2.00  0.26  5.33
O  -1.16  0.10  3.21
H  -4.20  0.25  4.23
H  -3.73  0.01  2.64
H  -2.81  0.08  5.88
H  -1.05  0.14  5.63
N  -3.29  0.92  -0.46
C  -4.10  -0.11  -0.12
N  -5.30  -0.15  -0.81
O  -3.79  -0.95  0.72
H  -3.56  1.63  -1.12
H  -2.43  0.96  0.06
H  -6.00  -0.71  -0.34
H  -5.55  0.71  -1.26
N  1.72  -2.29  -4.51
C  1.58  -1.41  -5.56
N  2.10  -1.90  -6.74
O  1.15  -0.25  -5.52
H  1.28  -2.25  -3.58
H  2.01  -3.20  -4.82
H  1.71  -1.38  -7.52
H  2.47  -2.81  -6.91
N  0.72  4.74  0.49
C  1.41  4.91  1.69
N  1.75  3.71  2.27
O  1.68  6.02  2.12
H  0.28  5.55  0.08
H  0.28  3.85  0.34
H  1.41  2.84  1.89
H  2.26  3.68  3.13
N  2.84  -3.62  -1.49
C  1.50  -3.41  -1.30
N  0.83  -4.40  -0.64
O  0.94  -2.39  -1.78
H  3.37  -2.85  -1.86
H  3.28  -4.38  -1.01
H  1.34  -4.93  0.05
H  -0.12  -4.24  -0.33
N  1.09  0.32  -0.83
C  0.26  0.63  0.21
N  -0.63  -0.38  0.51
O  0.37  1.64  0.91
H  0.99  -0.57  -1.32
H  1.98  0.77  -0.87
H  -1.06  -0.32  1.43
H  -0.76  -1.21  -0.04
N  -1.69  -1.67  -3.16
C  -2.60  -2.70  -3.26
N  -3.84  -2.33  -3.71
O  -2.28  -3.86  -3.01
H  -0.79  -2.05  -2.91
H  -1.87  -0.78  -3.57
H  -4.06  -1.37  -3.89
H  -4.57  -3.02  -3.75
N  -1.94  -3.07  3.19
C  -1.71  -3.80  2.05
N  -2.04  -3.20  0.87
O  -1.21  -4.93  2.10
H  -2.39  -2.16  3.15
H  -1.53  -3.28  4.08
H  -1.93  -3.70  0.00
H  -2.53  -2.32  0.91
N  2.01  0.21  3.53
C  2.05  -1.15  3.71
N  0.98  -1.85  3.18
O  3.04  -1.72  4.17
H  1.16  0.64  3.22
H  2.88  0.71  3.64
H  0.11  -1.36  3.05
H  1.07  -2.85  3.21
N  -1.13  1.47  -6.58
C  -1.18  2.26  -5.43
N  -0.37  1.79  -4.42
O  -1.92  3.24  -5.31
H  -1.98  1.18  -7.01
H  -0.33  0.86  -6.67
H  -0.45  2.09  -3.46
H  0.23  0.98  -4.58

Calculated values
- SMILES: COC[C@H](C)N.COC[C@H](C)N.NC(N)=O.NC(N)=O.NC(N)=O.NC(N)=O.NC(N)=O.NC(N)=O.NC(N)=O.NC(N)=O.NC(N)=O.NC(N)=O
- Frontier orbital gap: 0.3395 hartree

Arrangement Q

Here is a cluster of 12 separate species, C18H62N22O12 in total from the OMol25 dataset. Energies are from ωB97M-V/def2-TZVPD.

Positions of all 114 atoms, in Å:
C  -2.82  18.83  -18.31
O  -1.48  19.40  -18.34
C  -1.30  20.37  -19.34
C  0.11  20.95  -19.33
C  0.46  21.72  -18.03
N  0.37  21.76  -20.52
H  -3.19  18.47  -19.27
H  -3.48  19.66  -18.06
H  -2.86  18.04  -17.55
H  -1.63  19.85  -20.24
H  -1.99  21.19  -19.17
H  0.85  20.15  -19.38
H  -0.20  22.57  -17.88
H  1.42  22.23  -18.02
H  0.43  20.96  -17.24
H  0.62  22.71  -20.33
H  1.19  21.32  -20.91
C  -7.88  12.06  -14.26
O  -6.85  12.14  -13.24
C  -7.22  11.47  -12.01
C  -6.06  11.05  -11.07
C  -5.10  10.00  -11.77
N  -6.50  10.60  -9.83
H  -7.57  12.65  -15.11
H  -8.88  12.25  -13.86
H  -8.05  11.04  -14.60
H  -7.84  12.23  -11.54
H  -7.85  10.59  -12.15
H  -5.46  11.93  -10.84
H  -4.32  10.28  -12.47
H  -5.76  9.32  -12.31
H  -4.58  9.44  -10.99
H  -7.27  11.15  -9.50
H  -6.82  9.64  -9.93
N  -0.10  12.62  -23.16
C  -0.79  13.64  -22.66
N  -0.13  14.18  -21.67
O  -1.92  13.99  -22.94
H  0.71  12.44  -22.58
H  -0.38  12.19  -24.03
H  0.81  13.82  -21.62
H  -0.64  14.77  -21.03
N  2.35  30.10  -23.46
C  3.38  29.35  -23.34
N  4.21  29.35  -24.30
O  3.49  28.59  -22.41
H  1.62  29.89  -22.79
H  2.41  30.77  -24.21
H  5.08  28.89  -24.05
H  4.11  29.96  -25.10
N  -4.35  25.59  -22.05
C  -5.55  25.26  -22.32
N  -6.32  26.27  -21.96
O  -5.88  24.21  -22.89
H  -3.66  24.90  -22.32
H  -4.21  26.54  -21.75
H  -5.83  27.14  -21.82
H  -7.32  26.22  -22.12
N  -4.10  21.40  -27.93
C  -3.56  20.21  -27.85
N  -3.89  19.62  -26.74
O  -3.15  19.55  -28.77
H  -4.29  21.87  -27.05
H  -4.05  21.99  -28.75
H  -3.70  18.63  -26.70
H  -4.18  20.18  -25.95
N  -7.44  11.20  -22.47
C  -8.50  11.91  -22.35
N  -8.20  13.18  -22.56
O  -9.50  11.48  -21.88
H  -6.64  11.81  -22.41
H  -7.52  10.32  -21.99
H  -7.35  13.42  -23.04
H  -8.95  13.86  -22.47
N  7.66  22.54  -23.71
C  6.99  21.87  -24.63
N  6.65  20.73  -24.12
O  6.78  22.21  -25.77
H  8.01  23.42  -24.06
H  7.81  22.22  -22.76
H  6.37  20.04  -24.80
H  7.01  20.48  -23.21
N  -0.30  29.77  -15.36
C  0.26  29.54  -16.52
N  1.41  28.98  -16.36
O  -0.29  29.77  -17.53
H  0.14  29.49  -14.50
H  -1.22  30.18  -15.38
H  1.74  28.68  -17.27
H  1.75  28.68  -15.46
N  -6.26  21.78  -11.71
C  -6.93  22.26  -12.74
N  -6.03  22.62  -13.63
O  -8.12  22.37  -12.78
H  -5.30  22.04  -11.54
H  -6.83  21.50  -10.91
H  -5.09  22.27  -13.54
H  -6.39  23.11  -14.43
N  -0.52  18.27  -11.92
C  -0.45  19.29  -11.11
N  -0.04  19.10  -9.87
O  -0.81  20.46  -11.44
H  -0.91  18.30  -12.85
H  0.00  17.44  -11.67
H  -0.17  19.89  -9.26
H  0.33  18.23  -9.52
N  5.82  19.19  -12.01
C  6.36  19.64  -13.10
N  5.91  18.90  -14.05
O  7.09  20.62  -13.21
H  6.13  19.62  -11.15
H  5.10  18.48  -11.99
H  5.31  18.11  -13.84
H  6.26  19.06  -14.98

Calculated values
- SMILES: COC[C@H](C)N.COC[C@H](C)N.NC(N)=O.NC(N)=O.NC(N)=O.NC(N)=O.NC(N)=O.NC(N)=O.NC(N)=O.NC(N)=O.NC(N)=O.NC(N)=O
- Frontier orbital gap: 0.3442 hartree

Relative energies, in eV, with the most stable structure set to zero: arrangement P 0.000; arrangement Q 9.606.

Arrangement P

Here is an isolated molecule of C5H12N2O from the OMol25 dataset. Energies are from ωB97M-V/def2-TZVPD.

Positions of all 20 atoms, in Å:
C  1.23  2.18  -0.14
C  1.25  0.72  0.52
N  0.61  -0.21  -0.34
C  1.21  -1.85  0.07
O  2.26  -1.88  0.59
N  -0.83  -0.14  -0.28
C  -1.37  -0.55  1.01
C  -1.55  -0.44  -1.46
H  1.45  2.91  0.58
H  1.88  1.92  -0.97
H  0.12  2.26  -0.41
H  2.29  0.43  0.48
H  0.76  0.71  1.54
H  0.48  -2.78  0.05
H  -0.85  -0.03  1.89
H  -2.39  -0.35  1.07
H  -1.11  -1.59  1.17
H  -1.85  -1.50  -1.64
H  -2.51  0.23  -1.30
H  -1.08  -0.05  -2.43

Calculated values
- SMILES: CCN(C=O)N(C)C
- Frontier orbital gap: 0.3279 hartree

Arrangement Q

Here is an isolated molecule of C5H12N2O from the OMol25 dataset. Energies are from ωB97M-V/def2-TZVPD.

Positions of all 20 atoms, in Å:
H  1.20  1.64  2.25
N  0.55  0.76  2.37
C  -0.19  1.53  1.62
N  0.11  1.94  0.28
C  -0.44  1.20  -0.84
C  0.44  0.10  -1.50
C  0.94  -1.08  -0.64
C  -0.20  -1.77  0.10
O  -1.16  -2.20  -0.89
H  -1.15  1.95  1.97
H  1.06  2.31  0.29
H  -1.37  0.73  -0.50
H  -0.84  1.75  -1.69
H  1.27  0.64  -1.96
H  -0.20  -0.36  -2.26
H  1.43  -1.76  -1.34
H  1.70  -0.74  0.07
H  0.16  -2.62  0.68
H  -0.63  -1.07  0.81
H  -1.98  -1.78  -0.63

Calculated values
- SMILES: [H]/N=C\NCCCCO
- Frontier orbital gap: 0.3392 hartree

Relative energies, in eV, with the most stable structure set to zero: arrangement P 0.367; arrangement Q 0.000.

Arrangement P

Here is an isolated molecule of H5N2OP from the OMol25 dataset. Energies are from ωB97M-V/def2-TZVPD.

Positions of all 9 atoms, in Å:
N  -0.87  -1.32  0.12
P  -0.20  0.07  -0.34
N  0.77  0.70  0.91
O  0.61  -0.29  -1.67
H  -1.21  -1.08  1.03
H  -0.92  1.07  -0.89
H  0.64  0.15  1.80
H  0.90  1.71  1.21
H  0.27  -1.01  -2.17

Calculated values
- SMILES: N=[P@@H](N)O
- Frontier orbital gap: 0.3636 hartree

Arrangement Q

Here is a structure of composition H5N2OP from the OMol25 dataset. Energies are from ωB97M-V/def2-TZVPD.

Positions of all 9 atoms, in Å:
N  -1.17  0.49  -0.96
N  0.26  -1.06  0.61
O  2.21  0.60  -0.39
P  0.00  0.42  0.17
H  -0.96  -0.37  -1.48
H  -0.77  1.27  -1.47
H  -0.30  -1.50  1.33
H  1.25  -0.94  0.92
H  -0.52  1.09  1.26

Calculated values
- Frontier orbital gap (alpha / beta): 0.3198 / 0.3203 hartree

Relative energies, in eV, with the most stable structure set to zero: arrangement P 0.000; arrangement Q 4.422.

Arrangement P

Here is a structure of composition C36H35Cl3MoN4O3S2SbSe5 from the OMol25 dataset. Energies are from ωB97M-V/def2-TZVPD.

Positions of all 90 atoms, in Å:
Mo  0.93  -0.33  -1.59
Se  0.79  -0.28  3.41
Sb  1.03  -1.93  1.65
Se  2.73  -1.17  -0.05
Se  -0.72  -1.50  -0.20
Se  1.05  -4.22  2.29
C  5.78  -6.33  -1.69
C  4.80  -5.24  -2.05
C  3.45  -5.37  -1.77
C  2.53  -4.38  -2.10
C  1.09  -4.58  -1.73
C  2.99  -3.22  -2.73
Se  1.75  -1.89  -3.35
C  4.36  -3.05  -3.01
C  4.91  -1.81  -3.64
C  5.23  -4.08  -2.67
H  5.28  -7.15  -1.19
H  6.56  -5.95  -1.03
H  6.27  -6.72  -2.58
H  3.09  -6.26  -1.26
H  0.85  -5.65  -1.70
H  0.42  -4.07  -2.41
H  0.89  -4.18  -0.73
H  4.32  -0.92  -3.40
H  4.94  -1.90  -4.73
H  5.93  -1.64  -3.30
H  6.29  -3.94  -2.88
Cl  -7.38  2.58  0.05
C  -5.85  2.58  0.87
C  -5.06  1.44  0.82
C  -3.84  1.45  1.48
C  -3.40  2.56  2.19
C  -2.07  2.48  2.92
C  -0.98  3.34  2.29
N  -0.71  2.90  0.94
C  -0.78  3.61  -0.24
C  -0.42  2.74  -1.22
N  -0.17  1.51  -0.67
C  -0.34  1.65  0.63
O  -2.21  2.82  4.29
C  -2.07  1.69  5.15
C  -3.11  0.63  4.88
C  -4.46  0.83  4.86
Cl  -5.29  2.28  5.23
S  -5.33  -0.58  4.42
C  -3.87  -1.48  4.26
C  -2.78  -0.71  4.53
C  -4.23  3.69  2.21
Cl  -3.77  5.13  3.05
C  -5.45  3.71  1.55
H  -5.40  0.57  0.29
H  -3.22  0.56  1.47
H  -1.74  1.44  2.84
H  -0.07  3.25  2.90
H  -1.26  4.39  2.25
H  -1.06  4.64  -0.26
H  -0.33  2.91  -2.28
H  -0.19  0.88  1.38
H  -2.15  2.08  6.16
H  -1.09  1.24  5.01
H  -3.90  -2.51  3.96
H  -1.76  -1.07  4.45
H  -6.08  4.59  1.59
C  -3.61  -0.09  -1.92
N  -3.00  -1.21  -2.60
C  -3.46  -2.51  -2.58
C  -2.55  -3.27  -3.22
N  -1.56  -2.42  -3.65
C  -1.82  -1.16  -3.26
S  -0.85  0.21  -3.51
H  -4.18  -0.47  -1.08
H  -4.26  0.47  -2.60
H  -2.82  0.57  -1.56
H  -4.37  -2.78  -2.07
H  -2.51  -4.33  -3.39
H  -0.64  -2.66  -4.00
O  3.61  2.31  -3.27
C  3.01  2.12  -2.23
O  2.03  1.27  -2.12
C  3.35  2.92  -0.99
C  2.90  2.57  0.27
C  3.23  3.34  1.38
C  4.02  4.47  1.22
C  4.48  4.82  -0.04
C  4.16  4.04  -1.14
H  2.32  1.67  0.41
H  2.89  3.03  2.36
H  4.28  5.07  2.08
H  5.10  5.70  -0.16
H  4.51  4.29  -2.13

Calculated values
- Charge: -1
- Spin multiplicity: 3
- Frontier orbital gap (alpha / beta): 0.2306 / 0.2406 hartree

Arrangement Q

Here is a structure of composition C36H35Cl3MoN4O3S2SbSe5 from the OMol25 dataset. Energies are from ωB97M-V/def2-TZVPD.

Positions of all 90 atoms, in Å:
Mo  -1.67  -0.24  0.78
Se  -4.64  2.17  3.67
Sb  -4.35  -0.13  3.10
Se  -4.07  -0.24  0.45
Se  -1.25  2.18  0.83
Se  -1.73  -0.61  3.17
C  1.28  8.37  0.93
C  1.03  6.95  1.36
C  0.06  6.64  2.30
C  -0.18  5.33  2.71
C  -1.29  5.05  3.69
C  0.59  4.30  2.15
Se  0.22  2.48  2.65
C  1.57  4.59  1.19
C  2.37  3.50  0.53
C  1.77  5.91  0.81
H  0.51  9.04  1.32
H  1.28  8.45  -0.16
H  2.25  8.72  1.28
H  -0.54  7.44  2.72
H  -1.72  5.99  4.05
H  -0.94  4.47  4.54
H  -2.09  4.47  3.22
H  1.71  2.80  0.01
H  2.94  2.92  1.27
H  3.07  3.92  -0.19
H  2.52  6.13  0.06
Cl  -0.69  -6.93  -1.47
C  -1.43  -5.61  -2.33
C  -2.14  -4.65  -1.64
C  -2.74  -3.62  -2.34
C  -2.61  -3.52  -3.73
C  -3.22  -2.36  -4.48
C  -2.23  -1.24  -4.77
N  -1.64  -0.67  -3.57
C  -0.31  -0.31  -3.43
C  -0.17  0.12  -2.15
N  -1.38  0.03  -1.51
C  -2.24  -0.43  -2.39
O  -4.32  -1.80  -3.78
C  -5.60  -2.24  -4.23
C  -6.05  -1.43  -5.41
C  -6.76  -0.27  -5.31
Cl  -7.36  0.45  -3.87
S  -7.02  0.49  -6.83
C  -6.18  -0.77  -7.64
C  -5.73  -1.71  -6.77
C  -1.87  -4.50  -4.38
Cl  -1.66  -4.43  -6.12
C  -1.28  -5.55  -3.70
H  -2.21  -4.69  -0.56
H  -3.30  -2.88  -1.80
H  -3.55  -2.71  -5.46
H  -2.74  -0.47  -5.34
H  -1.41  -1.64  -5.37
H  0.38  -0.36  -4.25
H  0.71  0.51  -1.67
H  -3.28  -0.62  -2.21
H  -6.27  -2.11  -3.39
H  -5.57  -3.31  -4.48
H  -6.08  -0.75  -8.71
H  -5.20  -2.60  -7.09
H  -0.71  -6.30  -4.24
C  -2.88  2.95  -2.24
N  -2.84  2.56  -3.64
C  -3.92  2.01  -4.30
C  -3.56  1.83  -5.59
N  -2.25  2.25  -5.68
C  -1.79  2.72  -4.48
S  -0.28  3.38  -4.20
H  -3.60  3.76  -2.10
H  -1.89  3.28  -1.94
H  -3.18  2.10  -1.62
H  -4.85  1.80  -3.80
H  -4.12  1.43  -6.42
H  -1.67  2.29  -6.50
O  0.18  -3.90  -0.09
C  0.12  -2.76  0.32
O  -0.95  -2.02  0.19
C  1.30  -2.14  1.02
C  1.51  -0.77  1.07
C  2.62  -0.26  1.73
C  3.51  -1.11  2.35
C  3.30  -2.48  2.30
C  2.21  -3.00  1.63
H  0.85  -0.07  0.57
H  2.76  0.82  1.76
H  4.37  -0.71  2.88
H  4.00  -3.16  2.80
H  2.03  -4.06  1.57

Calculated values
- Charge: -1
- Spin multiplicity: 3
- Frontier orbital gap (alpha / beta): 0.2009 / 0.2140 hartree

Relative energies, in eV, with the most stable structure set to zero: arrangement P 0.000; arrangement Q 0.758.

Arrangement P

Here is a cluster of 2 separate species, H4N2OS in total from the OMol25 dataset. Energies are from ωB97M-V/def2-TZVPD.

Positions of all 8 atoms, in Å:
N  0.55  -1.47  -0.55
N  1.03  0.77  0.22
O  -2.23  0.20  -0.09
S  0.10  -0.54  0.56
H  0.08  -2.36  -0.58
H  1.13  1.51  0.89
H  1.60  0.77  -0.61
H  -2.25  1.12  0.16

Calculated values
- Frontier orbital gap (alpha / beta): 0.2675 / 0.3241 hartree

Arrangement Q

Here is a cluster of 2 separate species, H4N2OS in total from the OMol25 dataset. Energies are from ωB97M-V/def2-TZVPD.

Positions of all 8 atoms, in Å:
N  -1.89  -1.64  -0.74
N  1.17  1.41  -0.13
O  -0.40  -1.75  1.25
S  -0.55  -1.34  -0.09
H  -2.51  -2.32  -0.28
H  1.18  2.19  -0.77
H  0.84  2.00  0.69
H  2.15  1.43  0.07

Calculated values
- Frontier orbital gap: 0.3950 hartree

Relative energies, in eV, with the most stable structure set to zero: arrangement P 2.415; arrangement Q 0.000.